No. 1
This record from the Open Molecules 2025 dataset describes a 12-piece molecular cluster, C17H58O12 overall. The level of theory is ωB97M-V/def2-TZVPD.

```
87
Properties=species:S:1:pos:R:3:forces:R:3:lowdin_charge:R:1
O -0.328427 1.939866 3.069658 0.0 -1.2 0.6 -0.123
O -2.872558 3.897535 -0.803987 -3.2 1.9 2.1 -0.104
O -0.780843 0.132236 0.241871 -0.7 0.5 0.6 -0.145
O 3.256518 2.213470 0.014440 1.5 -1.6 0.0 -0.133
O -0.877318 -2.323137 -3.740167 -0.1 -0.2 -0.1 -0.143
O -0.071831 -0.771903 2.626486 -1.1 -0.9 -1.4 -0.108
O 1.109880 -4.389020 0.329950 1.0 -1.4 -0.2 -0.029
O 4.171781 1.055713 2.310401 -0.1 -0.3 -0.1 -0.138
O 4.001959 -1.600872 -2.601259 1.6 -1.4 0.7 -0.111
O 2.503197 2.678724 -3.967609 0.0 2.4 0.4 -0.072
O -3.751966 -0.182373 0.148427 -0.3 0.7 -0.9 -0.090
O -4.446490 0.508748 2.911378 -2.0 0.9 -0.2 -0.110
C 0.486379 0.434140 -0.292468 -1.1 0.2 -0.4 -0.136
C 2.482094 1.360281 -4.346269 1.4 -2.1 0.6 -0.335
C 2.664691 3.337157 -0.557939 -0.5 -0.5 -1.0 -0.128
C 1.202191 0.726790 -3.865251 1.8 -1.4 1.8 -0.071
C 0.414891 -3.214286 0.343073 -1.0 2.3 -0.7 -0.357
C -3.552793 -1.574434 0.349322 1.0 1.5 -0.1 -0.352
C 0.714816 2.596309 2.387606 -1.2 0.7 -0.6 -0.117
C -0.429017 -3.048917 -0.900188 -1.1 -1.8 1.6 -0.067
C -3.301083 0.036219 3.492817 1.8 -1.4 0.0 -0.213
C 3.054706 -1.912702 -1.584660 -0.8 -0.4 -1.5 -0.148
C -4.735479 -2.214958 0.930696 -1.5 0.6 1.1 -0.082
C 0.540746 -1.533092 3.610283 0.0 3.0 2.1 -0.339
C 3.512578 -0.171466 1.995281 -0.4 0.6 -1.6 -0.155
C -1.585073 -1.183217 -3.234113 -1.9 -1.9 -0.5 -0.137
C -0.760228 3.923308 -1.972051 -1.2 -1.4 0.9 -0.044
C -0.484344 -2.346747 4.247292 -2.1 -1.0 -0.8 -0.070
C -2.044510 3.080000 -1.490316 2.0 -1.6 -0.9 -0.340
H 0.038775 3.328086 -2.432850 -0.5 -0.1 -0.2 0.045
H -0.957996 -0.607039 -2.609583 0.8 0.7 0.3 0.043
H 2.151779 -1.684487 -2.097640 -1.2 0.4 0.2 0.054
H -3.315413 -1.038994 3.782803 -0.4 0.2 -0.4 0.077
H -1.360920 -1.751441 4.600612 1.0 -0.3 0.0 0.083
H -3.755133 3.459984 -0.603289 1.9 0.7 -0.5 0.133
H -1.794435 2.223309 -0.757127 0.2 0.7 -1.7 0.109
H 3.699778 -0.341240 0.920249 -0.4 -0.2 0.2 0.053
H -2.006169 -0.691864 -4.101236 0.1 0.9 0.1 0.082
H 0.944012 3.435177 3.024020 0.8 0.7 -0.3 0.089
H 0.349234 1.406871 -0.785418 0.4 -0.5 -0.5 0.075
H -1.153117 -2.265242 -0.732954 -0.1 0.1 -0.2 0.042
H -3.012558 0.525650 4.399338 0.2 0.8 0.6 0.072
H -5.023537 -1.703243 1.886710 0.0 -0.2 -1.0 0.082
H 1.148899 0.765406 -2.752560 0.2 0.1 -0.8 0.059
H 3.923977 1.819633 -0.615928 -1.2 0.8 0.9 0.138
H 2.379803 -0.086638 2.096769 1.5 -0.4 0.3 0.064
H 2.394218 3.048358 -1.554819 -0.4 0.5 -0.7 0.059
H -0.075962 -2.960710 5.028677 -0.1 -0.5 0.3 0.077
H -2.459343 0.125124 2.767005 -0.7 0.1 0.5 0.072
H -2.744450 -1.549891 1.066047 0.6 -1.1 0.2 0.093
H -0.207795 -3.131101 1.222841 -0.4 0.0 0.4 0.095
H -0.903071 -2.932361 3.390111 0.1 -0.2 1.0 0.090
H 0.239217 2.892084 1.422683 1.1 0.1 0.3 0.094
H -1.085743 4.719577 -2.632826 0.0 0.1 -0.1 0.069
H -0.295286 4.341822 -1.091536 0.0 0.4 0.4 0.046
H -1.101352 2.463162 2.890300 -0.7 0.0 0.1 0.086
H -5.575579 -2.261850 0.218099 0.2 0.1 0.4 0.089
H 3.134043 -1.367755 -0.692814 0.4 1.3 1.1 0.029
H -2.631113 2.763191 -2.371242 0.8 -0.7 0.0 0.112
H 0.685673 -0.440467 -0.886973 0.9 0.2 -1.0 0.052
H 0.117861 -2.895349 -1.761652 1.4 0.8 -1.6 0.025
H 1.794940 3.695262 -0.059809 -0.9 -0.6 0.8 0.059
H 4.696233 -2.297999 -2.556983 -0.6 1.0 -0.2 0.095
H 3.413682 0.846322 -3.955314 -1.2 0.1 0.0 0.124
H 1.297777 -2.057885 3.140774 1.8 -1.5 -0.5 0.081
H 1.567877 1.946964 2.255620 0.2 -0.1 0.0 0.059
H 3.270956 4.184301 -0.526831 1.6 1.4 -0.3 0.075
H -5.166388 0.729753 3.539620 1.0 -0.4 -0.3 0.108
H -1.503786 -2.869348 -4.248634 0.4 0.4 0.4 0.093
H 3.225373 2.878742 -3.368854 0.0 -0.1 -0.3 0.071
H -2.882150 0.223235 -0.021762 -0.3 -0.4 0.1 0.048
H -0.913951 -4.014447 -1.129613 -0.3 0.4 0.3 0.105
H -4.463776 -3.202427 1.221055 0.1 -1.1 0.1 0.065
H 1.533204 -4.452814 1.183244 0.3 -0.4 0.2 0.087
H 0.338181 1.165432 -4.218434 -1.7 1.2 -1.0 0.051
H 2.922928 -2.931918 -1.261335 0.6 -0.8 -0.3 0.083
H 1.050012 -2.317094 0.341204 0.5 -0.1 0.4 0.093
H 1.162800 -0.324821 -4.112733 0.0 -0.4 -0.2 0.074
H 3.968811 -1.059962 2.448704 -0.3 0.5 0.6 0.088
H -3.272377 -2.060174 -0.583479 0.2 -0.2 -0.1 0.090
H 2.638278 1.259607 -5.403551 -0.4 0.2 -0.9 0.102
H 4.118435 1.596275 1.490152 -0.2 -0.3 1.0 0.040
H -2.454432 -1.508560 -2.606927 0.6 0.2 -0.3 0.083
H 0.210624 0.109859 2.705161 0.1 2.1 0.3 0.013
H -0.622706 -0.358080 1.055042 -0.3 -0.4 0.3 0.025
H 0.956734 -0.800454 4.363217 0.1 -0.9 -0.6 0.152
H 1.269953 0.559099 0.421947 0.4 0.0 0.7 0.044
```
Positions in Å, forces in eV/Å.

Computed properties:
- 2S+1: 1
- Structure (SMILES): CCO.CCO.CCO.CCO.CCO.CO.CO.CO.CO.CO.CO.CO

No. 2
This record from the Open Molecules 2025 dataset describes a 2-piece molecular cluster, C5H10O overall. The level of theory is ωB97M-V/def2-TZVPD.

```
16
Properties=species:S:1:pos:R:3:forces:R:3:lowdin_charge:R:1
O 0.710065 1.500059 1.093581 0.1 -0.4 -0.4 0.074
C -0.120620 -0.607835 0.006347 -0.1 0.0 0.1 -0.288
C 0.779172 -0.841018 -1.239902 0.0 -0.1 -0.2 -0.134
C -1.594446 -0.283907 -0.171794 -0.1 0.0 0.0 -0.060
C 0.815683 0.547588 0.367172 0.0 0.3 0.3 -0.379
C 1.855047 0.118297 -0.667228 0.1 0.1 0.0 -0.080
H -2.145833 -1.154149 -0.543469 0.1 0.1 0.1 0.079
H 0.013399 -1.416484 0.737999 0.0 0.1 -0.1 0.151
H 2.699641 -0.400417 -0.200461 -0.1 0.1 0.0 0.119
H 2.240865 0.912505 -1.312409 -0.1 -0.1 0.1 0.115
H -1.728416 0.534889 -0.887824 0.0 -0.1 0.1 0.086
H -1.156719 1.667874 2.575064 -0.1 0.0 0.1 0.009
H 1.096504 -1.870432 -1.420270 0.0 0.2 0.0 0.104
H -1.741846 1.712880 3.035425 0.0 0.0 0.0 0.034
H -2.039675 0.027271 0.778423 0.1 -0.1 -0.1 0.061
H 0.317179 -0.447120 -2.150655 0.1 0.0 0.1 0.110
```
Positions in Å, forces in eV/Å.

Computed properties:
- 2S+1: 1
- Structure (SMILES): C[C@H]1CCC1=O.[H][H]

No. 3
This record from the Open Molecules 2025 dataset describes a 2-piece molecular cluster, C6H13NO3 overall. The level of theory is ωB97M-V/def2-TZVPD.

```
23
Properties=species:S:1:pos:R:3:forces:R:3:lowdin_charge:R:1
O 0.004316 -1.499570 -0.872129 0.1 -0.3 -0.1 -0.117
O 1.281168 3.274481 0.486085 -0.4 -2.3 3.2 -0.142
O -1.040904 2.590405 -0.888968 1.9 -1.5 1.0 0.067
N -0.220859 1.116968 0.868211 0.1 1.7 -2.3 -0.006
C -0.350962 -0.522661 -1.818750 -0.4 0.2 0.1 -0.193
C -0.223679 1.726089 -0.597320 -3.6 -1.2 1.5 -0.381
C -0.530274 -1.344033 0.431734 -0.1 0.1 0.2 -0.405
C 0.375284 0.814951 -1.648561 1.2 0.6 0.1 -0.090
C -0.403611 -2.679179 1.143607 0.1 -0.2 -0.1 -0.042
C 0.201351 -0.238434 1.196021 -0.1 0.0 -0.4 -0.175
H -1.443433 -0.358709 -1.803142 0.2 0.0 0.0 0.137
H 0.040484 -0.389929 2.271498 0.1 0.1 -0.2 0.127
H 1.430361 0.614857 -1.407932 -0.2 -0.1 -0.2 0.126
H 1.279935 -0.349286 1.002493 -0.2 0.0 0.1 0.134
H -0.820567 -3.479179 0.518047 0.1 0.2 0.2 0.087
H -0.947012 -2.658810 2.097480 0.1 0.0 -0.2 0.085
H 0.341081 1.365521 -2.597125 0.0 -0.1 0.3 0.128
H -0.084698 -0.938684 -2.798410 0.0 0.1 0.3 0.130
H -1.077177 1.428719 1.312058 0.0 -0.1 -0.1 0.119
H 2.112176 2.967058 0.110012 0.2 0.0 0.3 0.023
H -1.596566 -1.062229 0.356337 0.2 -0.1 0.0 0.152
H 0.652861 -2.909624 1.345888 -0.3 0.0 -0.1 0.089
H 1.020724 2.531276 1.292867 1.0 2.7 -3.5 0.148
```
Positions in Å, forces in eV/Å.

Computed properties:
- 2S+1: 1
- Structure (SMILES): C[C@H]1CNC(=O)CCO1.O

No. 4
This record from the Open Molecules 2025 dataset describes a 2-piece molecular cluster, C4H9FNO2 overall. The level of theory is ωB97M-V/def2-TZVPD.

```
17
Properties=species:S:1:pos:R:3:forces:R:3:lowdin_charge:R:1
F 0.017909 3.144761 0.061011 -0.2 0.1 0.0 -0.697
O 2.864185 -0.144751 0.942419 -0.7 0.3 -0.5 -0.017
O 1.735752 -1.574257 -0.162044 -0.3 -0.1 -0.3 -0.012
N 1.884957 -0.443732 0.261727 -0.5 0.0 0.4 -0.360
C 0.649293 0.813476 -0.014500 1.2 -1.1 0.5 -0.219
C -0.154960 0.367455 2.396948 0.0 -0.1 0.2 -0.113
C -0.508662 0.461830 0.919790 -0.2 0.1 -0.4 -0.260
C 0.258672 0.667902 -1.477016 -0.2 0.3 0.1 -0.087
H 0.409725 1.253213 2.732127 -0.2 -0.3 -0.2 0.084
H 1.141043 0.687477 -2.133969 -0.4 -0.3 0.1 0.079
H -0.399383 1.498954 -1.770241 0.5 0.1 0.5 0.076
H -1.290709 1.225719 0.782711 0.7 0.2 -0.1 0.109
H 1.377932 1.561826 0.323629 -1.1 0.2 -0.5 0.111
H -1.015717 -0.446977 0.531135 0.6 0.0 0.4 0.108
H 0.445263 -0.530401 2.605802 -0.1 0.2 0.0 0.063
H -1.079770 0.302644 2.988367 0.3 0.0 0.0 0.062
H -0.390586 -0.221678 -1.604948 0.9 0.1 0.0 0.074
```
Positions in Å, forces in eV/Å.

Computed properties:
- Charge: -1
- 2S+1: 1

no.,frontier orbital gap (eV),lowest unoccupied orbital energy (eV),strongest force on any atom (eV Å⁻¹)
1,9.65,0.2359,4.25
2,10.42,0.9325,0.57
3,10.10,0.7545,4.58
4,8.32,3.9917,1.65